DFT (wB97M-V/def2-TZVPD) results for a molecular structure, C56H46BBrF4N5O6PS2Ti at a distorted geometry.

Output
Relative energy (zero: lowest compared OMol25 entry of this formula, charge and spin) (kcal/mol): 0.0
Highest occupied orbital energy (alpha / beta) (eV): -0.12 / -2.53
E_tot (hartree): -7872.538992
Spin multiplicity: 3
Total charge: -2

The geometry in XYZ format:
```
123
C56H46BBrF4N5O6PS2Ti wB97M-V/def2-TZVPD
Ti -0.25383 0.54604 -0.60522
O -2.29875 3.75904 -1.19540
C -1.80828 2.69912 -0.81023
O -1.17711 1.86376 -1.58450
C -1.97886 2.25772 0.59680
C -2.38098 3.16992 1.56510
C -2.68976 2.73819 2.83396
C -2.68800 1.33763 3.09253
C -3.11455 0.79184 4.31032
C -3.18459 -0.57868 4.50191
C -2.86244 -1.43503 3.45691
C -2.40791 -0.92614 2.25088
C -2.27002 0.45834 2.04736
N -1.81574 0.91509 0.83866
H -2.44474 4.21067 1.27552
H -3.00248 3.42941 3.60803
H -3.39002 1.47040 5.11091
H -3.51159 -0.97717 5.45646
H -2.97697 -2.50731 3.57902
H -2.25356 -1.57327 1.40106
F -0.48303 -6.53570 3.37049
C -0.11590 -5.29049 3.08501
C 0.64593 -4.56375 3.98648
F 1.09246 -5.16498 5.09460
C 0.96421 -3.25365 3.72006
F 1.76395 -2.64621 4.59957
C 0.50986 -2.57322 2.58378
P 0.87217 -0.81868 2.16033
C 2.69706 -1.01924 2.47893
C 3.44962 -0.25857 3.36806
C 4.78090 -0.56565 3.60734
C 5.38634 -1.63195 2.96042
C 4.65125 -2.38438 2.05627
C 3.32176 -2.07843 1.81790
C 0.49667 0.13421 3.69236
C 0.04838 -0.37860 4.90449
C -0.16185 0.46001 5.98878
C 0.04857 1.82457 5.87617
C 0.45920 2.35114 4.65929
C 0.67690 1.51556 3.57797
C -0.11689 -3.39060 1.61284
Br -0.41915 -2.73430 -0.15847
C -0.42924 -4.70818 1.87198
F -1.03095 -5.46401 0.94868
H 2.99716 0.58137 3.87729
H 5.34632 0.03177 4.31275
H 6.42196 -1.88081 3.15794
H 5.11876 -3.21539 1.54057
H 2.74489 -2.67534 1.11955
H -0.14693 -1.43254 5.02320
H -0.49046 0.03775 6.93134
H -0.10084 2.47534 6.72979
H 0.62020 3.41722 4.55764
H 0.98512 1.93002 2.62408
N 0.94204 1.67928 0.27010
C 1.51009 2.82142 0.07277
C 2.83376 3.18527 0.63221
C 3.39798 4.46473 0.50703
C 4.66832 4.73446 0.98960
C 5.42539 3.73908 1.59202
C 4.89065 2.45980 1.69908
C 3.61936 2.19439 1.22799
C 0.97468 3.86230 -0.87796
C 0.44714 5.06775 -0.42815
C -0.03340 6.00809 -1.32745
C 0.00824 5.75106 -2.68717
C 0.55162 4.55854 -3.14560
C 1.03806 3.62287 -2.24907
H 2.83967 5.25348 0.02312
H 5.07756 5.73387 0.88645
H 6.42416 3.94795 1.95776
H 5.47441 1.66189 2.14210
H 3.18863 1.20747 1.27562
H 0.38733 5.25198 0.63933
H -0.46908 6.92898 -0.95752
H -0.40772 6.46555 -3.38852
H 0.57956 4.34770 -4.20869
H 1.46390 2.68439 -2.58417
C 4.06994 -2.79232 -1.70873
C 3.25476 -1.64956 -2.30161
C 2.91037 -2.01427 -3.74963
O 2.02297 -1.51708 -1.57595
B 1.68470 -0.16905 -1.37768
O 2.76686 0.59318 -1.83683
C 3.89282 -0.23069 -2.15196
C 4.86963 -0.13299 -0.98035
C 4.57060 0.29986 -3.41010
H 3.49624 -3.71589 -1.80326
H 4.26597 -2.61855 -0.65530
H 5.01810 -2.89937 -2.24072
H 2.23977 -2.87427 -3.73731
H 3.80975 -2.26194 -4.31675
H 2.38626 -1.20329 -4.24960
H 4.36838 -0.41696 -0.05729
H 5.19067 0.90272 -0.86919
H 5.74370 -0.77174 -1.12613
H 3.84313 0.45709 -4.20509
H 5.33499 -0.40075 -3.75435
H 5.03454 1.26093 -3.18672
N -5.38880 4.35505 -4.78778
C -5.28575 3.15294 -4.07034
C -4.75255 3.15259 -2.78255
C -4.67801 1.97402 -2.06744
C -5.13508 0.79117 -2.62514
C -5.69994 0.78567 -3.88917
C -5.77620 1.96452 -4.61255
S -4.78171 -0.72650 -1.74693
O -5.40352 -0.64175 -0.45287
O -5.22288 -1.81918 -2.59719
N -3.17898 -0.71217 -1.53436
C -2.33113 -0.78513 -2.55504
S -2.74905 -1.21242 -4.24490
C -1.10850 -0.88289 -4.71802
C -0.37655 -0.56063 -3.63878
N -1.02478 -0.54065 -2.42974
H -4.74165 5.06021 -4.47193
H -5.37740 4.23717 -5.78753
H -4.35196 4.06141 -2.35149
H -4.24105 1.96292 -1.07824
H -6.05773 -0.14719 -4.30272
H -6.19075 1.96552 -5.61556
H -0.79845 -0.95167 -5.74714
H 0.66776 -0.29487 -3.64838
```